(1)
{"formula": "C3H6N2", "method": "ωB97M-V with the def2-TZVPD basis set", "homo_energy_ev": -8.554, "de_lowest_kcal_mol": 98.35, "symbols": ["C", "C", "C", "N", "N", "H", "H", "H", "H", "H", "H"], "xyz": [[-0.20, 0.36, 1.23], [-0.14, -0.51, -0.02], [0.43, 0.15, -1.17], [-0.09, -1.82, -0.01], [1.15, 1.05, -1.56], [-0.73, -2.21, 0.68], [1.04, 1.51, -2.46], [-0.85, -0.21, -1.33], [-1.16, 0.21, 1.72], [0.59, 0.05, 1.92], [-0.03, 1.42, 1.00]]}



(2)
{"formula": "C28H49IO11S", "method": "ωB97M-V with the def2-TZVPD basis set", "homo_energy_ev": -9.123, "smiles": "C#C[C@@]1(I)OC(=O)[C@H](CCC(C)C)[C@]1(COCOCCO)S(C)(=O)=O.CC(C)=O.CC(C)=O.CC(C)=O.CC(C)=O", "symbols": ["C", "C", "C", "I", "O", "C", "O", "C", "C", "C", "C", "C", "C", "C", "C", "O", "C", "O", "C", "C", "O", "S", "C", "O", "O", "H", "H", "H", "H", "H", "H", "H", "H", "H", "H", "H", "H", "H", "H", "H", "H", "H", "H", "H", "H", "H", "H", "H", "H", "H", "C", "C", "C", "O", "H", "H", "H", "H", "H", "H", "C", "C", "C", "O", "H", "H", "H", "H", "H", "H", "C", "C", "C", "O", "H", "H", "H", "H", "H", "H", "C", "C", "C", "O", "H", "H", "H", "H", "H", "H"], "xyz": [[-0.93, -0.06, 2.80], [-1.08, 0.64, 1.57], [-1.40, 1.38, 0.11], [-3.48, 1.99, 0.39], [-0.33, 2.42, 0.11], [0.94, 1.84, -0.44], [2.04, 2.59, -0.33], [0.65, 0.34, -1.02], [1.57, -0.31, -2.20], [2.77, 0.64, -2.77], [4.21, 0.49, -2.00], [4.16, -0.31, -0.57], [4.96, 1.95, -1.70], [-0.98, 0.54, -1.28], [-1.48, -1.05, -1.22], [-2.92, -1.21, -0.96], [-3.19, -1.96, 0.27], [-4.49, -1.49, 0.79], [-5.32, -2.60, 1.29], [-5.12, -2.65, 2.94], [-4.58, -3.97, 3.31], [-1.56, 1.52, -2.77], [-3.26, 0.89, -3.38], [-0.62, 1.45, -4.00], [-1.79, 3.05, -2.48], [-1.05, -0.86, 3.66], [0.95, -0.33, -0.08], [1.94, -1.39, -1.87], [0.84, -0.52, -3.12], [2.46, 1.78, -2.78], [2.94, 0.34, -3.92], [4.94, -0.12, -2.71], [4.05, -1.47, -0.81], [3.25, -0.03, 0.12], [5.22, -0.21, -0.03], [6.12, 1.82, -1.70], [4.58, 2.82, -2.41], [4.65, 2.29, -0.60], [-0.83, -1.57, -0.36], [-1.11, -1.55, -2.23], [-2.40, -1.80, 1.13], [-3.16, -3.10, -0.01], [-5.13, -3.63, 0.77], [-6.45, -2.28, 1.10], [-4.38, -1.78, 3.28], [-6.15, -2.42, 3.49], [-4.11, -3.84, 4.19], [-4.04, 1.09, -2.50], [-3.17, -0.27, -3.59], [-3.59, 1.46, -4.37], [-8.60, -4.42, 4.96], [-8.09, -3.35, 5.90], [-8.98, -2.97, 7.05], [-7.00, -2.82, 5.72], [-7.85, -4.60, 4.18], [-8.75, -5.35, 5.51], [-9.53, -4.10, 4.49], [-9.15, -3.84, 7.69], [-9.93, -2.58, 6.67], [-8.49, -2.19, 7.64], [1.74, 3.52, 2.83], [2.43, 3.60, 4.16], [1.58, 3.43, 5.39], [3.64, 3.79, 4.24], [2.47, 3.66, 2.03], [1.27, 2.54, 2.71], [0.99, 4.31, 2.75], [1.11, 2.44, 5.39], [0.83, 4.21, 5.44], [2.22, 3.50, 6.28], [0.73, -1.21, -8.49], [0.69, -0.49, -7.17], [0.23, 0.95, -7.18], [1.03, -1.04, -6.13], [1.08, -2.23, -8.33], [-0.27, -1.25, -8.92], [1.42, -0.70, -9.17], [-0.79, 1.01, -7.55], [0.90, 1.55, -7.80], [0.25, 1.34, -6.16], [9.41, 1.45, -0.64], [8.33, 0.90, 0.26], [8.37, 1.30, 1.71], [7.46, 0.15, -0.18], [9.26, 1.08, -1.66], [9.36, 2.54, -0.65], [10.39, 1.12, -0.28], [8.27, 2.39, 1.80], [9.30, 0.97, 2.17], [7.53, 0.83, 2.24]]}



(3)
{"formula": "C4H8FN2P", "method": "ωB97M-V with the def2-TZVPD basis set", "homo_energy_ev": -7.568, "smiles": "CN1C=CN(C)P1F", "de_lowest_kcal_mol": 0.00, "symbols": ["C", "N", "C", "C", "N", "C", "P", "F", "H", "H", "H", "H", "H", "H", "H", "H"], "xyz": [[-2.31, 1.11, -0.42], [-1.20, 0.31, 0.05], [-0.24, 0.90, 0.89], [0.96, 0.32, 0.86], [1.08, -0.86, 0.17], [2.27, -1.15, -0.56], [-0.75, -1.15, -0.61], [-1.08, -2.17, 0.64], [-1.96, 2.05, -0.86], [-2.86, 0.55, -1.17], [-2.98, 1.34, 0.40], [-0.53, 1.76, 1.46], [1.83, 0.69, 1.38], [2.60, -0.32, -1.20], [3.07, -1.36, 0.14], [2.11, -2.03, -1.18]]}



(4)
{"formula": "C5H9NO3", "method": "ωB97M-V with the def2-TZVPD basis set", "homo_energy_ev": -9.444, "smiles": "NC(=O)OO.C=C=CC", "de_lowest_kcal_mol": 112.96, "symbols": ["N", "C", "O", "O", "O", "H", "H", "H", "C", "C", "C", "C", "H", "H", "H", "H", "H", "H"], "xyz": [[-0.83, -0.46, -1.80], [-0.41, -1.35, -0.88], [0.49, -2.15, -1.00], [-1.32, -1.43, 0.15], [-1.11, -2.58, 0.93], [-1.58, 0.16, -1.56], [-0.22, -0.28, -2.58], [-0.27, -2.94, 0.58], [2.21, 0.67, -0.54], [1.26, 0.66, 0.34], [0.38, 0.82, 1.29], [-0.86, 1.66, 1.18], [2.98, 1.43, -0.54], [2.29, -0.10, -1.28], [0.50, 0.28, 2.22], [-0.89, 2.19, 0.23], [-1.74, 1.03, 1.27], [-0.88, 2.39, 1.99]]}



(5)
{"formula": "C10H10NP", "method": "ωB97M-V with the def2-TZVPD basis set", "homo_energy_ev": -8.599, "de_lowest_kcal_mol": 22.18, "symbols": ["C", "C", "C", "C", "C", "C", "C", "C", "C", "C", "N", "P", "H", "H", "H", "H", "H", "H", "H", "H", "H", "H"], "xyz": [[2.62, 0.76, 0.44], [2.60, -0.64, 0.60], [1.40, 1.35, -0.05], [1.46, -1.34, 0.28], [0.28, 0.63, -0.50], [0.35, -0.78, -0.31], [-0.88, 1.27, -1.18], [-2.14, 1.05, -0.84], [-1.81, 0.84, 1.76], [-0.78, -2.91, -0.49], [-0.66, -1.60, -0.85], [-2.72, 0.04, 0.64], [3.42, 1.46, 0.63], [3.43, -1.28, 1.15], [1.34, 2.43, -0.16], [1.41, -2.42, 0.48], [-0.64, 1.92, -1.89], [-3.01, 1.49, -1.24], [-1.10, 1.66, 1.52], [-1.86, 0.47, 2.72], [-1.47, -3.32, -1.14], [-1.25, -1.10, -1.55]]}



(6)
{"formula": "C25H33HfNO4", "method": "ωB97M-V with the def2-TZVPD basis set", "homo_energy_ev": -17.605, "total_charge": 4, "symbols": ["C", "O", "C", "C", "C", "C", "C", "C", "C", "C", "C", "C", "O", "C", "C", "C", "C", "C", "C", "C", "C", "C", "C", "C", "C", "N", "C", "O", "C", "O", "H", "H", "H", "H", "H", "H", "H", "H", "H", "H", "H", "H", "H", "H", "H", "H", "H", "H", "H", "H", "H", "H", "H", "H", "H", "H", "H", "H", "H", "H", "H", "H", "H", "Hf"], "xyz": [[4.25, 0.35, 2.35], [4.99, -0.42, 1.34], [4.13, -1.48, 0.77], [4.41, -1.74, -0.72], [4.32, -0.51, -1.66], [2.95, 0.31, -1.45], [1.79, -0.70, -1.69], [0.56, 0.11, -2.17], [-0.81, -0.62, -2.06], [-1.88, 0.40, -1.64], [-2.08, 0.53, -0.10], [-3.12, -0.46, 0.50], [-3.25, -1.67, -0.38], [-4.28, -2.38, -0.22], [-5.65, -1.85, -0.04], [-6.68, -2.68, 0.08], [-6.47, -4.11, 0.04], [-5.15, -4.66, -0.14], [-4.10, -3.85, -0.27], [-0.80, 0.77, 0.73], [-0.69, 2.26, 0.51], [0.50, 2.97, 1.12], [0.34, 3.87, 2.15], [1.51, 4.47, 2.59], [2.69, 4.10, 1.98], [2.85, 3.21, 1.01], [1.72, 2.65, 0.58], [-2.01, 2.73, 0.81], [-2.81, 1.93, 0.02], [-3.82, 2.25, -0.48], [4.17, -0.17, 3.30], [4.82, 1.30, 2.54], [3.26, 0.64, 1.97], [4.41, -2.39, 1.30], [3.08, -1.30, 1.00], [3.76, -2.55, -1.03], [5.45, -2.08, -0.77], [4.27, -0.87, -2.68], [5.25, 0.12, -1.48], [2.97, 0.67, -0.38], [2.92, 1.17, -2.12], [1.57, -1.23, -0.77], [2.10, -1.39, -2.48], [0.53, 1.06, -1.65], [0.71, 0.29, -3.23], [-1.06, -1.01, -3.05], [-0.79, -1.50, -1.41], [-2.87, 0.14, -2.01], [-1.62, 1.36, -2.09], [-4.05, 0.11, 0.55], [-2.86, -0.76, 1.51], [-5.80, -0.77, -0.01], [-7.70, -2.32, 0.19], [-7.33, -4.77, 0.12], [-5.04, -5.74, -0.17], [-3.11, -4.27, -0.43], [0.09, 0.22, 0.45], [-1.07, 0.42, 1.73], [-0.59, 2.45, -0.56], [-0.63, 4.12, 2.56], [1.50, 5.21, 3.37], [3.59, 4.60, 2.32], [1.77, 1.92, -0.22], [4.90, 1.53, 0.09]]}



(7)
{"formula": "C5H9BrN", "method": "ωB97M-V with the def2-TZVPD basis set", "homo_energy_ev": [-15.383, -12.861], "total_charge": 1, "de_lowest_kcal_mol": 84.76, "symbols": ["C", "C", "C", "C", "C", "N", "Br", "H", "H", "H", "H", "H", "H", "H", "H", "H"], "xyz": [[1.18, 0.71, -0.06], [-0.62, -0.66, -1.01], [-0.44, -0.51, 1.06], [0.59, -0.74, -0.11], [-0.09, 1.40, 0.11], [-1.11, 0.38, 0.09], [-4.38, -0.35, -0.01], [1.83, 0.80, 0.82], [1.78, 1.10, -0.91], [-0.51, -0.17, -1.92], [-1.38, -1.50, -1.15], [-1.35, -1.12, 1.29], [-0.17, -0.20, 2.06], [1.38, -1.58, 0.03], [-0.32, 2.45, 0.01], [-2.03, 0.59, 0.12]]}